The following is a DFT calculation (ωB97M-V/def2-TZVPD) of a molecular structure, C47H39LaN5O2S2 at a distorted geometry.

Structure (XYZ):
```
96
Properties=species:S:1:pos:R:3:lowdin_charge:R:1
La -0.25 -0.13 -0.16 2.024
O -2.12 -1.14 0.13 -0.469
C -3.46 -0.71 0.22 -0.469
C -3.44 0.81 -0.16 -0.059
C -3.03 1.03 -1.62 -0.237
C -3.98 1.20 -2.61 0.005
C -3.56 1.28 -3.93 -0.011
C -2.22 1.16 -4.24 -0.003
C -1.30 1.00 -3.22 -0.229
C 0.20 0.84 -3.53 -0.061
C 0.85 -0.54 -3.23 -0.458
O 1.02 -0.61 -1.82 -0.445
C -0.03 -1.68 -3.73 -0.164
C -0.32 -2.78 -2.96 -0.052
C -1.05 -3.86 -3.47 -0.081
C -1.49 -3.84 -4.78 -0.083
C -1.20 -2.73 -5.57 -0.060
C -0.47 -1.68 -5.06 -0.024
C 2.24 -0.68 -3.86 -0.142
C 2.91 0.40 -4.42 -0.033
C 4.20 0.27 -4.92 -0.077
C 4.85 -0.95 -4.85 -0.086
C 4.19 -2.04 -4.28 -0.069
C 2.90 -1.90 -3.79 -0.016
N -1.72 0.97 -1.94 0.024
C -3.95 -0.94 1.64 -0.171
C -3.55 -2.10 2.31 -0.031
C -3.98 -2.36 3.59 -0.067
C -4.82 -1.47 4.25 -0.075
C -5.24 -0.32 3.61 -0.086
C -4.81 -0.06 2.31 -0.062
C -4.36 -1.43 -0.77 -0.155
C -3.85 -2.39 -1.63 -0.009
C -4.68 -3.01 -2.56 -0.061
C -6.03 -2.68 -2.64 -0.080
C -6.55 -1.73 -1.76 -0.071
C -5.72 -1.12 -0.84 -0.039
H -2.76 1.36 0.51 0.104
H -4.42 1.26 -0.02 0.111
H -5.03 1.25 -2.34 0.121
H -4.29 1.40 -4.72 0.120
H -1.88 1.19 -5.27 0.119
H 0.77 1.58 -2.97 0.104
H 0.32 1.09 -4.59 0.113
H 0.04 -2.84 -1.94 0.102
H -1.26 -4.71 -2.83 0.111
H -2.05 -4.67 -5.18 0.106
H -1.53 -2.70 -6.60 0.108
H -0.22 -0.84 -5.71 0.120
H 2.43 1.37 -4.49 0.100
H 4.69 1.13 -5.36 0.103
H 5.85 -1.06 -5.24 0.104
H 4.68 -3.00 -4.22 0.106
H 2.41 -2.76 -3.36 0.118
H -2.90 -2.80 1.79 0.112
H -3.67 -3.27 4.09 0.105
H -5.16 -1.68 5.26 0.106
H -5.88 0.39 4.10 0.091
H -5.14 0.85 1.84 0.108
H -2.80 -2.63 -1.59 0.089
H -4.27 -3.74 -3.24 0.097
H -6.67 -3.17 -3.36 0.104
H -7.60 -1.48 -1.80 0.106
H -6.15 -0.40 -0.15 0.115
C 1.07 3.69 -1.01 -0.058
C 2.05 2.85 -0.25 -0.645
N 1.72 1.71 0.30 -0.032
C 2.82 1.14 0.95 -0.337
C 3.95 1.88 0.86 -0.324
S 3.67 3.29 -0.04 1.132
C 2.67 -0.11 1.73 -0.330
C 3.57 -0.59 2.63 -0.323
S 2.99 -2.04 3.32 1.140
C 1.58 -1.94 2.40 -0.637
N 1.53 -0.89 1.61 -0.055
C 0.48 -2.96 2.47 -0.051
H 0.10 3.19 -1.04 0.067
H 1.39 3.86 -2.04 0.086
H 0.94 4.66 -0.54 0.089
H 4.92 1.64 1.26 0.086
H 4.52 -0.16 2.92 0.085
H 0.65 -3.67 3.27 0.082
H 0.41 -3.51 1.53 0.094
H -0.48 -2.46 2.65 0.075
N -4.71 2.66 4.73 0.191
C -3.61 2.61 4.42 -0.154
C -2.22 2.55 4.02 -0.185
C -1.32 3.53 4.41 0.006
C -0.01 3.42 3.98 -0.029
C 0.33 2.35 3.16 -0.124
N -0.53 1.40 2.77 0.060
C -1.78 1.50 3.22 -0.077
H -1.64 4.35 5.04 0.132
H 0.74 4.14 4.27 0.115
H 1.35 2.25 2.81 0.095
H -2.48 0.72 2.94 0.104
```

Summary:
- Kohn-Sham gap (eV) = 8.371
- total charge = +1
- total energy (Eh) = -3066.639253
- ΔE to the lowest compared entry with this formula, charge and spin (eV) = 0.0000
- LUMO level (hartree) = -0.087

---

The following is a DFT calculation (ωB97M-V/def2-TZVPD) of a molecular structure, C47H39N2P2RhSe2Si.

Structure (XYZ):
```
94
Properties=species:S:1:pos:R:3:lowdin_charge:R:1
Rh -0.34 -0.77 0.08 0.613
C 0.50 2.60 -0.98 -0.171
Si -0.35 1.04 -1.50 0.580
C -2.18 1.37 -1.69 -0.289
C -2.75 1.95 -2.84 -0.061
C -4.09 2.30 -2.87 -0.040
C -4.89 2.11 -1.74 -0.039
C -4.35 1.55 -0.60 -0.084
C -3.00 1.17 -0.57 -0.406
P -2.19 0.53 0.92 1.025
C -3.47 -0.41 1.83 -0.339
C -4.49 -1.08 1.17 -0.111
C -5.43 -1.82 1.88 -0.051
C -5.36 -1.90 3.26 -0.051
C -4.36 -1.22 3.94 -0.059
C -3.42 -0.47 3.23 -0.145
C -1.85 2.01 1.93 -0.327
C -2.32 3.26 1.51 -0.073
C -2.08 4.40 2.28 -0.050
C -1.38 4.30 3.47 -0.051
C -0.90 3.07 3.89 -0.053
C -1.13 1.94 3.12 -0.118
C 0.46 0.39 -3.05 -0.287
C 0.50 1.18 -4.22 -0.081
C 1.14 0.73 -5.36 -0.045
C 1.77 -0.52 -5.36 -0.040
C 1.76 -1.29 -4.21 -0.067
C 1.11 -0.84 -3.06 -0.374
P 1.15 -1.85 -1.54 1.012
C 2.92 -2.04 -1.21 -0.342
C 3.70 -3.04 -1.78 -0.083
C 5.08 -3.06 -1.58 -0.048
C 5.68 -2.08 -0.80 -0.053
C 4.91 -1.07 -0.24 -0.059
C 3.54 -1.06 -0.44 -0.095
C 0.56 -3.47 -2.11 -0.376
C -0.39 -3.53 -3.13 -0.095
C -0.89 -4.75 -3.56 -0.059
C -0.45 -5.93 -2.99 -0.055
C 0.51 -5.89 -1.98 -0.054
C 1.01 -4.67 -1.54 -0.159
H 0.21 3.35 -1.73 0.058
H 1.58 2.51 -1.00 0.044
H 0.16 2.96 0.00 0.030
H -2.15 2.11 -3.72 0.096
H -4.51 2.73 -3.76 0.119
H -5.93 2.40 -1.77 0.120
H -4.97 1.41 0.28 0.120
H -4.59 -1.01 0.09 0.091
H -6.23 -2.32 1.34 0.116
H -6.10 -2.46 3.81 0.118
H -4.31 -1.25 5.02 0.118
H -2.69 0.09 3.78 0.069
H -2.86 3.37 0.58 0.103
H -2.45 5.36 1.94 0.117
H -1.20 5.19 4.07 0.117
H -0.35 2.99 4.82 0.115
H -0.75 0.99 3.48 0.059
H 0.05 2.16 -4.23 0.102
H 1.15 1.34 -6.25 0.119
H 2.27 -0.87 -6.25 0.120
H 2.27 -2.25 -4.22 0.115
H 3.25 -3.81 -2.40 0.104
H 5.67 -3.84 -2.03 0.117
H 6.75 -2.10 -0.65 0.117
H 5.38 -0.30 0.36 0.111
H 2.95 -0.26 -0.02 0.061
H -0.74 -2.62 -3.60 0.112
H -1.62 -4.78 -4.36 0.116
H -0.83 -6.88 -3.33 0.116
H 0.87 -6.81 -1.53 0.118
H 1.77 -4.65 -0.77 0.075
Se 0.28 -3.56 1.41 0.775
Se -0.51 -1.97 3.58 0.916
C 0.96 -0.83 3.18 -0.710
C 1.90 -0.56 4.16 -0.072
C 2.85 0.42 3.91 -0.013
C 2.76 1.14 2.73 -0.013
C 1.79 0.79 1.81 -0.149
N 0.92 -0.21 1.99 -0.067
C -1.38 -3.61 0.50 -0.688
C -2.20 -4.73 0.43 -0.058
C -3.28 -4.70 -0.44 -0.017
C -3.52 -3.57 -1.20 -0.032
C -2.69 -2.48 -1.04 -0.144
N -1.65 -2.50 -0.19 -0.116
H 1.88 -1.09 5.10 0.117
H 3.60 0.65 4.65 0.129
H 3.44 1.96 2.51 0.127
H 1.69 1.33 0.88 0.077
H -1.96 -5.61 1.01 0.119
H -3.93 -5.57 -0.52 0.127
H -4.34 -3.52 -1.90 0.125
H -2.83 -1.56 -1.60 0.117
```

Summary:
- Kohn-Sham gap (spin up / spin down) (eV) = 7.243 / 5.394
- spin multiplicity = 5
- total charge = +2
- total energy (Eh) = -7809.075455
- LUMO level (spin up / spin down) (hartree) = -0.194 / -0.292

---

The following is a DFT calculation (ωB97M-V/def2-TZVPD) of a molecular structure, C47H40ClF6N3O3S2 at a distorted geometry.

Structure (XYZ):
```
102
Properties=species:S:1:pos:R:3:lowdin_charge:R:1
N 4.16 3.58 3.17 0.184
C 3.29 2.93 2.78 -0.350
O 2.31 2.21 2.33 0.073
C 2.67 0.87 2.06 -0.123
C 2.84 0.41 0.79 -0.116
C 2.69 1.24 -0.46 -0.132
C 3.10 2.71 -0.39 -0.181
C 3.23 3.38 -1.77 -0.217
C 2.14 4.43 -2.02 -0.254
S 0.50 3.77 -2.30 0.357
O -0.20 4.64 -3.19 -0.354
O -0.07 3.47 -1.02 -0.334
Cl 0.72 2.01 -3.28 0.483
C 3.15 -0.98 0.63 -0.008
C 3.29 -1.86 1.66 0.008
C 3.12 -1.37 2.98 -0.344
N 3.23 -2.05 4.12 -0.220
S 2.95 -0.99 5.30 1.038
N 2.67 0.34 4.46 -0.204
C 2.80 0.00 3.18 -0.289
H 1.66 1.13 -0.82 0.091
H 3.32 0.75 -1.21 0.120
H 2.33 3.24 0.17 0.098
H 4.02 2.83 0.18 0.119
H 3.22 2.65 -2.58 0.078
H 4.18 3.91 -1.84 0.119
H 2.34 5.08 -2.87 0.110
H 2.01 5.02 -1.12 0.115
H 3.27 -1.37 -0.38 0.119
H 3.53 -2.90 1.48 0.119
F 7.07 -4.43 4.09 0.051
C 6.14 -5.41 4.11 -0.285
C 6.54 -6.72 3.94 -0.021
C 5.57 -7.71 3.97 -0.087
C 4.23 -7.39 4.17 -0.095
C 3.86 -6.06 4.34 -0.085
C 4.82 -5.05 4.31 -0.016
H 7.58 -6.94 3.78 0.116
H 5.86 -8.75 3.84 0.103
H 3.48 -8.17 4.19 0.102
H 2.82 -5.80 4.48 0.093
H 4.54 -4.02 4.45 0.076
F -5.90 0.80 -6.66 0.039
C -4.85 1.43 -6.09 -0.279
C -4.56 2.72 -6.49 -0.016
C -3.48 3.37 -5.89 -0.075
C -2.72 2.73 -4.93 -0.088
C -3.04 1.43 -4.55 -0.075
C -4.11 0.77 -5.13 -0.011
H -5.17 3.20 -7.24 0.117
H -3.24 4.38 -6.19 0.104
H -1.89 3.24 -4.47 0.065
H -2.45 0.93 -3.79 0.096
H -4.38 -0.24 -4.84 0.108
F 1.75 -6.35 6.46 0.042
C 2.27 -6.18 7.70 -0.285
C 2.33 -4.90 8.22 -0.016
C 2.86 -4.73 9.49 -0.082
C 3.33 -5.82 10.21 -0.096
C 3.26 -7.09 9.65 -0.082
C 2.73 -7.28 8.39 -0.014
H 1.96 -4.06 7.64 0.112
H 2.91 -3.74 9.92 0.105
H 3.75 -5.69 11.19 0.101
H 3.63 -7.95 10.20 0.105
H 2.66 -8.26 7.93 0.118
F -1.07 -0.24 -0.95 0.031
C -1.93 0.06 0.06 -0.280
C -2.72 -0.94 0.58 -0.020
C -3.59 -0.62 1.61 -0.085
C -3.66 0.68 2.09 -0.096
C -2.86 1.67 1.54 -0.073
C -1.97 1.36 0.52 -0.009
H -2.64 -1.95 0.19 0.116
H -4.21 -1.40 2.04 0.104
H -4.35 0.92 2.89 0.101
H -2.91 2.68 1.91 0.107
H -1.33 2.11 0.07 0.079
F -8.33 -5.71 -4.23 0.052
C -7.94 -4.52 -4.75 -0.290
C -6.60 -4.22 -4.81 -0.019
C -6.21 -3.00 -5.35 -0.084
C -7.16 -2.10 -5.80 -0.088
C -8.51 -2.43 -5.73 -0.078
C -8.91 -3.65 -5.20 -0.019
H -5.87 -4.94 -4.44 0.116
H -5.16 -2.76 -5.41 0.099
H -6.86 -1.15 -6.22 0.079
H -9.26 -1.73 -6.08 0.106
H -9.96 -3.92 -5.13 0.116
F -0.25 11.88 -4.36 0.054
C -0.32 10.54 -4.26 -0.289
C 0.12 9.93 -3.10 -0.018
C 0.04 8.55 -3.00 -0.081
C -0.46 7.80 -4.05 -0.089
C -0.89 8.43 -5.21 -0.079
C -0.83 9.82 -5.32 -0.018
H 0.51 10.54 -2.29 0.117
H 0.37 8.06 -2.09 0.101
H -0.52 6.72 -3.97 0.068
H -1.28 7.85 -6.03 0.103
H -1.16 10.33 -6.21 0.117
```

Summary:
- Kohn-Sham gap (eV) = 8.157
- total charge = 0
- total energy (Eh) = -4060.675817
- LUMO level (hartree) = -0.038

---

The following is a DFT calculation (ωB97M-V/def2-TZVPD) of a molecular structure, C47H42BBr2FN11O4SY at a distorted geometry.

Structure (XYZ):
```
110
Properties=species:S:1:pos:R:3:lowdin_charge:R:1
Y -2.05 -0.24 0.66 1.272
F 3.35 -1.82 -3.41 0.066
C 3.02 -0.54 -3.12 -0.188
C 1.97 -0.31 -2.28 0.111
C 1.67 1.00 -1.91 -0.031
C 0.54 1.22 -0.99 -0.289
O -0.17 0.26 -0.68 -0.117
C 0.37 2.57 -0.53 -0.010
C 1.15 3.55 -1.06 0.048
N 2.11 3.35 -2.00 0.002
C 2.82 4.48 -2.56 -0.270
C 2.58 4.83 -4.00 -0.098
C 2.04 5.71 -2.91 -0.081
C 2.43 2.07 -2.40 -0.118
C 3.47 1.80 -3.29 0.062
C 3.78 0.50 -3.66 -0.156
N 4.85 0.29 -4.58 -0.097
C 4.81 -0.87 -5.45 -0.149
C 5.67 -0.59 -6.67 -0.084
N 7.07 -0.33 -6.19 0.058
C 7.10 0.85 -5.26 -0.090
C 6.19 0.55 -4.08 -0.140
C -0.68 2.96 0.53 -0.606
O -0.67 4.14 0.88 0.022
O -1.42 2.02 0.92 -0.098
H 1.36 -1.12 -1.88 0.148
H 0.99 4.56 -0.71 0.145
H 3.81 4.62 -2.15 0.152
H 1.88 4.22 -4.54 0.114
H 3.42 5.19 -4.59 0.100
H 0.97 5.70 -2.75 0.114
H 2.51 6.67 -2.73 0.108
H 4.04 2.61 -3.72 0.115
H 3.79 -1.04 -5.78 0.150
H 5.16 -1.79 -4.96 0.133
H 5.33 0.30 -7.19 0.141
H 5.69 -1.43 -7.36 0.140
H 7.71 -0.19 -6.97 0.183
H 7.38 -1.15 -5.67 0.181
H 6.73 1.71 -5.81 0.140
H 8.13 1.03 -4.94 0.138
H 6.17 1.40 -3.41 0.137
H 6.59 -0.31 -3.52 0.143
Br -5.83 1.21 3.96 0.764
C -5.85 1.60 2.11 -0.585
C -6.93 2.28 1.55 -0.175
C -6.96 2.53 0.21 -0.628
Br -8.48 3.43 -0.53 0.732
C -5.90 2.14 -0.63 -0.188
C -5.83 2.36 -2.03 -0.029
C -4.74 1.95 -2.73 -0.039
C -3.70 1.29 -2.06 -0.113
N -3.72 1.06 -0.77 0.055
C -4.79 1.46 -0.05 -0.135
C -4.76 1.14 1.36 -0.416
O -3.80 0.46 1.87 -0.227
H -7.76 2.60 2.18 0.094
H -6.66 2.84 -2.53 0.076
H -4.67 2.10 -3.80 0.104
H -2.83 0.92 -2.60 0.112
S -0.09 -2.20 1.06 0.590
C -0.98 -2.75 2.47 -0.809
N -0.39 -3.21 3.55 0.061
N 0.92 -3.12 3.58 -0.021
C 1.67 -3.54 4.66 -0.239
C 1.07 -4.08 5.80 -0.032
C 1.86 -4.48 6.87 -0.100
C 3.24 -4.36 6.81 -0.119
C 3.83 -3.83 5.68 -0.108
C 3.06 -3.42 4.61 -0.039
N -2.34 -2.83 2.56 0.048
N -3.05 -2.24 1.70 -0.028
C -4.43 -2.54 1.79 -0.242
C -4.99 -3.31 2.81 -0.021
C -6.34 -3.59 2.80 -0.087
C -7.15 -3.11 1.78 -0.090
C -6.60 -2.33 0.77 -0.070
C -5.25 -2.04 0.77 -0.027
H 1.36 -2.71 2.75 0.049
H -0.01 -4.17 5.82 0.098
H 1.39 -4.90 7.75 0.099
H 3.85 -4.68 7.65 0.092
H 4.91 -3.73 5.62 0.096
H 3.52 -3.00 3.72 0.107
H -4.34 -3.67 3.60 0.102
H -6.77 -4.20 3.59 0.100
H -8.21 -3.36 1.76 0.099
H -7.23 -1.94 -0.02 0.106
H -4.81 -1.45 -0.02 0.089
B -2.45 -2.76 -3.53 -0.430
C -2.43 -2.03 -2.15 -0.188
N -2.44 -1.44 -1.16 0.003
H -3.47 -2.41 -4.08 -0.002
H -2.42 -3.95 -3.35 -0.004
H -1.47 -2.38 -4.14 -0.010
N -1.32 0.45 5.15 0.147
C -2.00 0.09 4.03 -0.133
N -1.23 0.03 2.97 0.022
C 0.03 0.41 3.41 -0.218
C 1.23 0.55 2.71 -0.030
C 2.35 0.93 3.43 -0.091
C 2.30 1.17 4.80 -0.100
C 1.11 1.05 5.51 -0.020
C -0.01 0.67 4.79 -0.183
H -1.72 0.57 6.06 0.158
H -3.05 -0.13 4.02 0.101
H 1.27 0.35 1.65 0.077
H 3.30 1.04 2.92 0.095
H 3.20 1.46 5.33 0.096
H 1.06 1.25 6.57 0.107
```

Summary:
- Kohn-Sham gap (eV) = 4.013
- total charge = 0
- total energy (Eh) = -8428.909127
- ΔE to the lowest compared entry with this formula, charge and spin (eV) = 0.0000
- LUMO level (hartree) = -0.074